Computed, not measured: C33H31IN2PTa as an isolated structure at a distorted geometry, with ωB97M-V/def2-TZVPD.

Charge: +4
LUMO energy: -14.2 eV
HOMO-LUMO gap: 4.768 eV
Energy above the lowest of the compared OMol25 structures with the same formula, charge and spin: 0.000 eV
E_tot: -56602.508 eV

Geometry (Å):
1 Ta -1.146 -0.342 0.466
2 I -0.577 -1.003 3.112
3 C 1.296 -0.247 3.799
4 C 1.221 -0.050 5.149
5 C 2.418 0.195 5.847
6 C 3.591 0.216 5.154
7 C 3.637 0.045 3.746
8 C 4.896 0.098 3.101
9 C 5.008 -0.026 1.748
10 C 3.843 -0.181 0.987
11 C 2.583 -0.242 1.563
12 P 1.367 -0.256 0.239
13 C 1.617 1.185 -0.784
14 C 2.297 1.111 -2.008
15 C 2.587 2.278 -2.695
16 C 2.201 3.509 -2.172
17 C 1.528 3.585 -0.955
18 C 1.231 2.427 -0.262
19 C 1.456 -1.752 -0.727
20 C 2.112 -2.892 -0.248
21 C 2.186 -4.019 -1.053
22 C 1.605 -4.015 -2.320
23 C 0.923 -2.894 -2.786
24 C 0.843 -1.761 -1.994
25 C 2.446 -0.168 2.982
26 H 0.287 -0.101 5.694
27 H 2.387 0.335 6.919
28 H 4.526 0.378 5.677
29 H 5.779 0.239 3.713
30 H 5.970 0.021 1.258
31 H 3.955 -0.229 -0.091
32 H 2.610 0.159 -2.418
33 H 3.124 2.230 -3.632
34 H 2.437 4.417 -2.713
35 H 1.261 4.550 -0.544
36 H 0.739 2.497 0.704
37 H 2.580 -2.893 0.728
38 H 2.716 -4.896 -0.702
39 H 1.698 -4.888 -2.954
40 H 0.488 -2.897 -3.777
41 H 0.351 -0.872 -2.380
42 N -4.140 -5.288 -1.429
43 C -3.465 -4.223 -1.097
44 C -3.975 -2.905 -1.355
45 C -3.271 -1.825 -0.980
46 N -2.031 -1.914 -0.331
47 C -1.518 -3.199 -0.111
48 C -2.179 -4.315 -0.458
49 H -5.047 -5.228 -1.878
50 H -3.792 -6.222 -1.246
51 H -4.929 -2.772 -1.849
52 H -3.642 -0.827 -1.169
53 H -0.543 -3.261 0.357
54 H -1.736 -5.282 -0.256
55 C -2.743 4.021 -2.170
56 C -3.352 3.455 -0.853
57 C -4.839 3.060 -1.065
58 C -3.224 4.499 0.296
59 C -2.616 2.305 -0.479
60 C -1.957 1.288 -0.159
61 H -3.323 4.907 -2.424
62 H -2.822 3.305 -2.986
63 H -1.701 4.308 -2.035
64 H -5.371 3.966 -1.356
65 H -5.285 2.677 -0.148
66 H -4.947 2.326 -1.862
67 H -3.768 5.387 -0.026
68 H -2.185 4.773 0.477
69 H -3.672 4.133 1.218

Atomic partial charges in e from the Mulliken method, atoms 1 to 5: Ta 0.643; I 0.136; C 0.278; C -0.882; C -0.887


Computed, not measured: a 2-piece molecular cluster, C33H31N2O3 overall at a distorted geometry, with ωB97M-V/def2-TZVPD.

Charge: +1
LUMO energy: -5.0 eV
HOMO-LUMO gap: 3.049 eV
Energy above the lowest of the compared OMol25 structures with the same formula, charge and spin: 1.747 eV
E_tot: -43838.823 eV

Geometry (Å):
1 C -1.992 -1.144 0.486
2 O -3.263 -0.898 -0.065
3 C -3.241 0.273 -0.878
4 C -2.932 1.546 -0.228
5 C -1.914 2.387 -0.707
6 C -1.678 3.604 -0.118
7 C -2.437 4.015 0.965
8 C -3.414 3.180 1.482
9 C -3.650 1.953 0.909
10 C -3.500 0.151 -2.244
11 N -3.632 1.173 -3.208
12 C -3.695 2.611 -2.973
13 C -3.934 0.591 -4.453
14 C -4.024 -0.798 -4.269
15 C -4.317 -1.630 -5.344
16 C -4.497 -1.064 -6.588
17 C -4.400 0.312 -6.770
18 C -4.127 1.151 -5.711
19 N -3.762 -1.057 -2.909
20 C -3.850 -2.364 -2.277
21 H -2.021 -2.075 1.057
22 H -1.256 -1.229 -0.317
23 H -1.709 -0.321 1.146
24 H -1.321 2.059 -1.543
25 H -0.902 4.244 -0.503
26 H -2.265 4.983 1.409
27 H -4.003 3.501 2.327
28 H -4.400 1.294 1.312
29 H -4.237 3.112 -3.771
30 H -4.205 2.812 -2.033
31 H -2.691 3.025 -2.934
32 H -4.392 -2.693 -5.197
33 H -4.705 -1.699 -7.433
34 H -4.533 0.728 -7.754
35 H -4.047 2.214 -5.847
36 H -4.144 -3.130 -2.992
37 H -2.883 -2.626 -1.854
38 H -4.584 -2.326 -1.475
39 C 6.147 -0.022 7.946
40 O 4.880 -0.588 7.707
41 C 4.545 -0.709 6.357
42 C 3.299 -1.266 6.037
43 C 2.896 -1.419 4.736
44 C 3.734 -1.017 3.685
45 C 3.406 -1.135 2.287
46 O 4.371 -0.668 1.412
47 C 4.125 -0.749 0.056
48 C 2.913 -1.295 -0.439
49 C 2.713 -1.353 -1.826
50 C 3.674 -0.891 -2.695
51 C 4.858 -0.361 -2.208
52 C 5.080 -0.291 -0.850
53 C 1.957 -1.761 0.486
54 C 2.207 -1.679 1.826
55 C 4.977 -0.460 4.006
56 C 5.378 -0.308 5.305
57 H 6.302 0.023 9.024
58 H 6.926 -0.644 7.500
59 H 6.190 0.989 7.537
60 H 2.662 -1.574 6.847
61 H 1.934 -1.849 4.527
62 H 1.794 -1.762 -2.205
63 H 3.509 -0.942 -3.760
64 H 5.609 -0.001 -2.891
65 H 5.997 0.119 -0.464
66 H 1.037 -2.186 0.124
67 H 1.477 -2.038 2.527
68 H 5.619 -0.151 3.198
69 H 6.342 0.123 5.510

Atomic partial charges in e from the Mulliken method, atoms 1 to 5: C -0.977; O -0.506; C 0.166; C -0.002; C -0.299


Computed, not measured: an isolated ion of composition C33H31N4O and charge +1 at a distorted geometry, with ωB97M-V/def2-TZVPD.

Charge: +1
LUMO energy: -5.1 eV
HOMO-LUMO gap: 4.313 eV
Energy above the lowest of the compared OMol25 structures with the same formula, charge and spin: 0.560 eV
E_tot: -42722.778 eV

Geometry (Å):
1 C 1.197 -1.049 3.288
2 C -0.110 -0.573 3.401
3 C -1.232 -1.200 3.994
4 C -2.532 -0.525 3.842
5 C -3.633 -0.749 4.699
6 C -4.820 -0.020 4.553
7 C -4.912 0.995 3.586
8 C -3.830 1.269 2.741
9 C -2.696 0.466 2.830
10 C -1.021 -2.399 4.716
11 N -1.950 -3.545 4.531
12 C -2.546 -4.071 3.386
13 C -2.738 -3.341 2.197
14 C -3.689 -3.808 1.278
15 C -4.347 -5.024 1.489
16 C -4.010 -5.825 2.587
17 C -3.100 -5.350 3.528
18 N -1.925 -4.378 5.613
19 C -1.285 -3.733 6.578
20 C -0.903 -4.447 7.804
21 C -1.731 -5.517 8.195
22 C -1.470 -6.199 9.384
23 C -0.351 -5.846 10.153
24 C 0.528 -4.846 9.721
25 C 0.274 -4.159 8.533
26 N -0.970 -2.433 6.195
27 C -0.747 -1.365 7.083
28 C -0.092 -0.202 6.667
29 C -0.054 0.919 7.499
30 C -0.595 0.847 8.788
31 C -1.173 -0.343 9.240
32 C -1.276 -1.435 8.380
33 N 2.235 -0.289 2.896
34 C 3.437 -1.018 2.484
35 C 4.609 -0.084 2.273
36 O 4.540 1.048 3.144
37 C 3.427 1.893 2.875
38 C 2.114 1.145 2.653
39 H 1.482 -2.082 3.496
40 H -0.264 0.449 3.055
41 H -3.538 -1.477 5.511
42 H -5.665 -0.244 5.202
43 H -5.836 1.561 3.475
44 H -3.878 2.091 2.021
45 H -1.920 0.646 2.083
46 H -0.016 -2.751 4.406
47 H -2.177 -2.430 2.027
48 H -3.903 -3.215 0.385
49 H -5.100 -5.362 0.777
50 H -4.450 -6.811 2.722
51 H -2.839 -5.940 4.396
52 H -2.576 -5.776 7.551
53 H -2.143 -6.995 9.699
54 H -0.159 -6.357 11.093
55 H 1.415 -4.584 10.302
56 H 0.964 -3.400 8.154
57 H 0.356 -0.174 5.678
58 H 0.412 1.841 7.138
59 H -0.549 1.714 9.449
60 H -1.552 -0.422 10.261
61 H -1.777 -2.339 8.726
62 H 3.238 -1.564 1.550
63 H 3.684 -1.755 3.260
64 H 5.545 -0.587 2.551
65 H 4.629 0.205 1.208
66 H 3.632 2.520 1.988
67 H 3.347 2.546 3.753
68 H 1.790 1.327 1.616
69 H 1.359 1.561 3.328

Atomic partial charges in e from the Mulliken method, atoms 1 to 5: C -0.497; C -0.928; C 0.963; C 0.779; C 0.034


Computed, not measured: the molecule C33H31NO6 at a distorted geometry, with ωB97M-V/def2-TZVPD.

Charge: 0
LUMO energy: 0.2 eV
HOMO-LUMO gap: 7.287 eV
Energy above the lowest of the compared OMol25 structures with the same formula, charge and spin: 0.164 eV
E_tot: -48499.030 eV

Geometry (Å):
1 C 6.583 1.226 -1.362
2 C 5.457 1.821 -2.203
3 C 4.079 1.694 -1.549
4 C 3.610 0.242 -1.497
5 C 2.309 0.014 -0.784
6 C 1.499 1.014 -0.365
7 C 0.257 0.795 0.317
8 C -0.596 1.812 0.682
9 C -0.253 3.218 0.496
10 C 0.889 3.912 0.816
11 C 0.641 5.262 0.480
12 C -0.628 5.292 -0.014
13 O -1.169 4.068 -0.005
14 C -1.916 1.532 1.203
15 O -2.803 2.356 1.318
16 C -2.190 0.102 1.717
17 C -2.051 0.120 3.242
18 O -3.552 -0.220 1.416
19 C -3.746 -0.473 0.122
20 O -2.828 -0.503 -0.675
21 C -5.156 -0.720 -0.222
22 C -6.172 -0.586 0.718
23 C -7.488 -0.820 0.368
24 C -7.808 -1.193 -0.936
25 O -9.062 -1.448 -1.385
26 C -10.142 -1.328 -0.489
27 C -6.785 -1.326 -1.882
28 C -5.478 -1.090 -1.529
29 C -1.308 -1.013 1.161
30 O -1.598 -2.179 1.341
31 C -0.066 -0.591 0.516
32 C 0.780 -1.560 0.066
33 N 1.943 -1.304 -0.563
34 C 2.801 -2.407 -0.943
35 C 4.026 -2.524 -0.063
36 C 5.248 -2.895 -0.609
37 C 6.368 -3.012 0.196
38 C 6.277 -2.754 1.553
39 C 5.060 -2.388 2.104
40 C 3.938 -2.277 1.301
41 H 6.582 1.661 -0.365
42 H 7.544 1.434 -1.825
43 H 6.486 0.147 -1.264
44 H 5.441 1.340 -3.183
45 H 5.665 2.881 -2.361
46 H 4.128 2.098 -0.537
47 H 3.366 2.290 -2.121
48 H 3.521 -0.130 -2.524
49 H 4.380 -0.349 -0.998
50 H 1.770 2.034 -0.574
51 H 1.777 3.514 1.266
52 H 1.311 6.089 0.596
53 H -1.232 6.095 -0.389
54 H -2.295 -0.864 3.636
55 H -2.740 0.856 3.648
56 H -1.033 0.384 3.516
57 H -5.925 -0.292 1.725
58 H -8.257 -0.707 1.116
59 H -11.032 -1.574 -1.067
60 H -10.050 -2.028 0.347
61 H -10.232 -0.308 -0.103
62 H -7.054 -1.614 -2.886
63 H -4.681 -1.187 -2.250
64 H 0.508 -2.595 0.216
65 H 3.102 -2.302 -1.989
66 H 2.215 -3.328 -0.860
67 H 5.324 -3.092 -1.669
68 H 7.313 -3.299 -0.239
69 H 7.151 -2.840 2.180
70 H 4.982 -2.190 3.162
71 H 2.991 -1.992 1.737

Atomic partial charges in e from the Mulliken method, atoms 1 to 5: C -1.096; C -0.698; C -1.089; C 0.125; C -0.132


- Among the records above, which one has the highest energy above the lowest of the compared OMol25 structures with the same formula, charge and spin?
  C33H31N2O3


Please write out number 2 again, unchanged.
Computed, not measured: a 2-piece molecular cluster, C33H31N2O3 overall at a distorted geometry, with ωB97M-V/def2-TZVPD.

Charge: +1
LUMO energy: -5.0 eV
HOMO-LUMO gap: 3.049 eV
Energy above the lowest of the compared OMol25 structures with the same formula, charge and spin: 1.747 eV
E_tot: -43838.823 eV

Geometry (Å):
1 C -1.992 -1.144 0.486
2 O -3.263 -0.898 -0.065
3 C -3.241 0.273 -0.878
4 C -2.932 1.546 -0.228
5 C -1.914 2.387 -0.707
6 C -1.678 3.604 -0.118
7 C -2.437 4.015 0.965
8 C -3.414 3.180 1.482
9 C -3.650 1.953 0.909
10 C -3.500 0.151 -2.244
11 N -3.632 1.173 -3.208
12 C -3.695 2.611 -2.973
13 C -3.934 0.591 -4.453
14 C -4.024 -0.798 -4.269
15 C -4.317 -1.630 -5.344
16 C -4.497 -1.064 -6.588
17 C -4.400 0.312 -6.770
18 C -4.127 1.151 -5.711
19 N -3.762 -1.057 -2.909
20 C -3.850 -2.364 -2.277
21 H -2.021 -2.075 1.057
22 H -1.256 -1.229 -0.317
23 H -1.709 -0.321 1.146
24 H -1.321 2.059 -1.543
25 H -0.902 4.244 -0.503
26 H -2.265 4.983 1.409
27 H -4.003 3.501 2.327
28 H -4.400 1.294 1.312
29 H -4.237 3.112 -3.771
30 H -4.205 2.812 -2.033
31 H -2.691 3.025 -2.934
32 H -4.392 -2.693 -5.197
33 H -4.705 -1.699 -7.433
34 H -4.533 0.728 -7.754
35 H -4.047 2.214 -5.847
36 H -4.144 -3.130 -2.992
37 H -2.883 -2.626 -1.854
38 H -4.584 -2.326 -1.475
39 C 6.147 -0.022 7.946
40 O 4.880 -0.588 7.707
41 C 4.545 -0.709 6.357
42 C 3.299 -1.266 6.037
43 C 2.896 -1.419 4.736
44 C 3.734 -1.017 3.685
45 C 3.406 -1.135 2.287
46 O 4.371 -0.668 1.412
47 C 4.125 -0.749 0.056
48 C 2.913 -1.295 -0.439
49 C 2.713 -1.353 -1.826
50 C 3.674 -0.891 -2.695
51 C 4.858 -0.361 -2.208
52 C 5.080 -0.291 -0.850
53 C 1.957 -1.761 0.486
54 C 2.207 -1.679 1.826
55 C 4.977 -0.460 4.006
56 C 5.378 -0.308 5.305
57 H 6.302 0.023 9.024
58 H 6.926 -0.644 7.500
59 H 6.190 0.989 7.537
60 H 2.662 -1.574 6.847
61 H 1.934 -1.849 4.527
62 H 1.794 -1.762 -2.205
63 H 3.509 -0.942 -3.760
64 H 5.609 -0.001 -2.891
65 H 5.997 0.119 -0.464
66 H 1.037 -2.186 0.124
67 H 1.477 -2.038 2.527
68 H 5.619 -0.151 3.198
69 H 6.342 0.123 5.510

Atomic partial charges in e from the Mulliken method, atoms 1 to 5: C -0.977; O -0.506; C 0.166; C -0.002; C -0.299


- Which of these has the highest HOMO-LUMO gap?
  C33H31NO6